Record 1
Entry from OMol25: a 2-piece molecular cluster, C7H14N2O2S overall at a distorted geometry (ωB97M-V/def2-TZVPD).

## Properties
ΔE to the lowest compared entry with this formula, charge and spin in kJ/mol: 625.5
Net charge: 0
Maximum force in Eh/bohr: 0.0811
DFT total energy in eV: -25389.93100
Multiplicity: 1

Atoms and positions in Å:
C 2.3309 -1.2203 -0.3655
C 1.9280 1.2435 -0.3258
C 0.6944 -1.2829 -0.6409
C 0.3727 1.1560 -0.3274
C 1.0880 -0.0634 1.5234
C 2.3370 0.0274 0.5717
C 0.2090 -0.1642 0.3343
N -4.2662 -0.5247 -0.1642
N -1.9693 -1.1510 0.6360
O -2.1893 0.3169 -1.3505
O -2.8259 1.3424 0.7797
S -2.8487 -0.1224 0.0800
H 2.7240 -2.1809 -0.0628
H 2.9550 -1.0117 -1.3046
H 2.3401 1.0421 -1.3203
H 2.1718 2.1004 0.2312
H 0.3647 -0.9662 -1.6172
H 0.0740 -2.1799 -0.4533
H -0.1566 1.9234 0.2361
H 0.1005 1.1519 -1.4485
H 1.1007 -0.9066 2.2361
H 0.8517 0.7526 2.0685
H 3.3462 0.2221 1.0882
H -4.3922 -1.5388 0.0201
H -2.9287 0.6708 -1.9287
H -3.4121 1.3634 1.5047

Record 2
Entry from OMol25: a 2-piece molecular cluster, CH5NO overall at a distorted geometry (ωB97M-V/def2-TZVPD).

## Properties
ΔE to the lowest compared entry with this formula, charge and spin in kJ/mol: 353.2
Net charge: 0
Maximum force in Eh/bohr: 0.0261
DFT total energy in eV: -4651.72289
Multiplicity: 1

Atoms and positions in Å:
C -1.3574 0.1199 -0.5750
N -0.2840 0.7063 -0.1592
H -1.4313 -0.4534 -1.5197
H -2.2551 -0.0598 0.0588
H -0.2773 -0.3230 0.2823
H 1.8894 0.3383 1.3255
H 1.5293 -0.0591 -0.0492
O 2.1864 -0.2692 0.6364

Record 3
Entry from OMol25: a 4-piece molecular cluster, C2H13NO4 overall at a distorted geometry (ωB97M-V/def2-TZVPD).

## Properties
ΔE to the lowest compared entry with this formula, charge and spin in kJ/mol: 171.3
Net charge: 0
Maximum force in Eh/bohr: 0.0818
DFT total energy in eV: -11963.69145
Multiplicity: 1

Atoms and positions in Å:
C 0.0420 -1.7218 1.0538
O -0.4689 -2.5816 0.1050
C -0.4929 -0.3031 1.0513
N 0.5944 0.5835 1.2337
H 1.2219 -1.7396 1.0727
H -0.2711 -2.2540 2.0219
H -1.2693 -2.2365 -0.4799
H -1.4139 -0.0859 1.7212
H -0.9035 -0.2787 0.0555
H 0.9934 0.6706 2.1787
H 0.3177 1.5356 0.9784
H -0.8333 0.3602 -2.9976
H 0.1999 0.2149 -1.9731
O -0.7894 0.0611 -2.0579
H 2.6214 -0.6954 -1.7903
H 1.6783 -0.1756 -0.4334
O 2.0490 0.0105 -1.4094
H -0.3960 3.9554 0.3861
H -1.7813 3.3157 0.0722
O -0.9931 3.1948 0.6024

Record 4
Entry from OMol25: C22H49InN2P3SSe as an isolated structure at a distorted geometry (ωB97M-V/def2-TZVPD).

## Properties
ΔE to the lowest compared entry with this formula, charge and spin in kJ/mol: 0.0
Net charge: +3
Maximum force in Eh/bohr: 0.0522
DFT total energy in eV: -135782.38240
Multiplicity: 1

Atoms and positions in Å:
In -1.2766 0.3640 -0.8461
P -1.2894 -2.1746 0.3209
P 1.8077 -0.8758 1.3987
P 1.7313 -1.7034 -1.8620
H -2.9490 3.3253 -6.1018
C -3.2596 2.3171 -6.3993
C -3.4156 1.2805 -5.5607
H -3.4243 1.3065 -4.4746
C -2.7550 -2.0347 1.4112
C -0.3198 -3.4167 1.2625
C -1.9408 -3.2669 -0.9955
C 3.0273 0.5184 1.4277
C 1.2444 -0.7191 3.1546
C 3.0192 -2.2664 1.5876
C 1.3916 -1.6625 -3.6688
C 2.0768 -3.5074 -1.6949
C 3.4643 -1.0537 -1.9522
H -3.5005 2.2724 -7.4771
H -3.6453 0.3211 -6.0448
H -3.2769 -1.0852 1.2348
H -2.4584 -2.1031 2.4673
H -3.4212 -2.8720 1.1670
H 0.0572 -2.9990 2.2047
H 0.5128 -3.8068 0.6609
H -1.0157 -4.2382 1.4873
H -2.5460 -2.6902 -1.7023
H -2.5640 -4.0302 -0.5105
H -1.1185 -3.7527 -1.5371
H 3.7265 0.4178 2.2729
H 2.4729 1.4648 1.5171
H 3.5839 0.5256 0.4809
H 2.1082 -0.7052 3.8385
H 0.5963 -1.5609 3.4292
H 0.6836 0.2249 3.2676
H 3.5852 -2.1132 2.5173
H 3.7232 -2.3137 0.7432
H 2.4777 -3.2205 1.6515
H 2.3020 -1.8646 -4.2548
H 1.0272 -0.6482 -3.8922
H 0.6187 -2.3931 -3.9385
H 2.6580 -3.8319 -2.5649
H 1.1260 -4.0549 -1.6712
H 2.6335 -3.7231 -0.7760
H 3.9698 -1.4920 -2.8242
H 4.0380 -1.2790 -1.0448
H 3.4112 0.0372 -2.0786
C 0.9621 2.5051 -2.7619
C -0.3366 2.7124 -3.2682
C -0.5085 2.8370 -4.6385
C 0.6038 2.9023 -5.5033
C 1.9049 2.8740 -4.9661
C 2.1010 2.6777 -3.6006
Se 1.0568 1.9464 -0.9553
H -1.1597 -0.2925 -2.4972
H -1.1858 2.6880 -2.5679
H -1.5200 2.8464 -5.0340
H 0.4828 2.9961 -6.5837
H 2.7552 2.9754 -5.6508
H 3.1079 2.6274 -3.1824
C 0.7852 3.0486 4.9586
C -0.5343 3.0417 4.2060
N -0.4920 2.1099 3.0264
C -1.6951 1.6137 2.5401
S -2.2870 1.9010 0.9504
N -2.5279 1.0366 3.4225
C -2.0298 0.2809 4.5917
C -3.1555 0.1327 5.5904
H 1.0687 2.0549 5.3193
H 0.7268 3.6878 5.8459
H 1.6048 3.4348 4.3425
H -1.3771 2.7557 4.8401
H -0.7359 4.0447 3.8069
H 0.0471 2.5390 2.2709
H -3.4153 0.7143 3.0247
H -1.6607 -0.7112 4.2734
H -1.1791 0.8370 5.0062
H -4.0025 -0.4289 5.1746
H -2.7799 -0.4122 6.4578
H -3.5220 1.1065 5.9309

Record 5
Entry from OMol25: one molecule with the formula C2H4N2S2 at a distorted geometry (ωB97M-V/def2-TZVPD).

## Properties
ΔE to the lowest compared entry with this formula, charge and spin in kJ/mol: 337.4
Net charge: 0
Maximum force in Eh/bohr: 0.0650
DFT total energy in eV: -26786.51736
Multiplicity: 1

Atoms and positions in Å:
C 1.0702 0.8348 -0.2684
C -2.5252 -0.2665 -0.0304
H 2.6287 -1.4701 0.7664
H 0.3892 1.7554 -0.1553
H -2.6909 -1.2926 -0.2094
H -3.4343 0.4691 0.3501
N 2.3635 0.8503 -0.1060
N -1.3601 0.2310 0.0284
S 3.4144 -0.4502 -0.0678
S 0.1445 -0.6610 -0.3078

Record 6
Entry from OMol25: C8H12N2PZn as an isolated structure at a distorted geometry (ωB97M-V/def2-TZVPD).

## Properties
ΔE to the lowest compared entry with this formula, charge and spin in kJ/mol: 203.5
Net charge: -1
Maximum force in Eh/bohr: 0.0574
DFT total energy in eV: -69169.89028
Multiplicity: 1

Atoms and positions in Å:
C 0.0544 0.4752 -1.4287
C 0.2019 -0.0606 -2.6776
C 0.1018 -1.4545 -2.9501
C -0.5649 -2.3657 -2.0540
C -1.2628 -1.8272 -0.9950
Zn 0.4602 -1.1568 -0.5761
P -0.0969 2.2197 0.8742
H 0.2644 1.5619 -1.3025
H 0.4515 0.5939 -3.5422
H 0.4257 -1.7929 -3.9307
H -2.0569 -2.3170 -0.4085
H -0.6030 -3.4246 -2.3714
H -1.2473 2.5201 1.6423
H -0.1386 3.4050 0.0936
H 0.9415 2.6340 1.7414
N 0.9801 -0.8033 3.4196
C 2.1487 -1.5374 3.2665
C 2.3062 -1.7165 1.9272
N 1.2388 -1.1253 1.2610
C 0.4610 -0.5881 2.1990
H 0.5308 -0.5295 4.2835
H 2.7349 -1.8805 4.0925
H 3.0761 -2.2295 1.3887
H -0.4542 -0.0265 2.0344

Q: Which formula does entry 5 have?
A: C2H4N2S2

Q: What is the DFT total energy in the fourth record?
A: -135782.38240 eV

Q: Among the records above, which one has the highest DFT total energy?
A: CH5NO